80
Properties=species:S:1:pos:R:3:forces:R:3:mulliken_charge:R:1 method="wB97M-V/def2-TZVPD" e_homo_ev=-5.299 total_charge=-1 gap_ev=5.09
C -0.119191 2.060032 -4.838787 0.3 0.0 -0.2 -1.222
C -0.740581 2.922418 -5.928992 0.0 -0.2 0.4 -0.582
C -1.657777 4.015167 -5.366163 0.3 -0.4 -0.7 -0.765
C -3.109181 3.594114 -5.469257 0.0 0.6 0.4 -0.667
C -4.093293 4.529720 -4.785496 -0.2 -0.5 0.2 -0.640
C -5.469289 3.862644 -4.695858 0.4 0.6 -0.5 -0.665
C -6.606167 4.863805 -4.647475 -0.1 -0.8 0.6 -0.881
S -8.161028 4.035253 -5.028158 0.0 1.2 0.2 1.110
O -7.944755 2.613612 -5.042365 0.1 -0.8 0.3 -0.657
O -8.564387 4.565772 -6.308973 -0.2 0.3 -0.5 -0.706
N -9.076492 4.584513 -3.820391 0.2 -1.0 -0.7 -0.428
S -10.333212 3.673546 -3.469649 0.1 0.4 0.5 1.017
N -11.206249 3.508875 -4.886287 -0.3 -0.2 -0.2 -0.603
O -10.023688 2.358719 -2.983945 0.4 -0.6 0.0 -0.623
O -11.182808 4.438880 -2.612864 -0.7 0.6 0.5 -0.722
H 0.792470 2.533092 -4.491990 0.2 0.1 0.4 0.316
H 0.162386 1.079289 -5.198540 0.1 -0.3 -0.1 0.365
H -0.780149 1.906247 -3.993949 -0.2 0.0 0.2 0.323
H -1.311111 2.282535 -6.589496 -0.3 -0.1 -0.3 0.394
H 0.056031 3.350835 -6.528245 0.2 0.1 -0.2 0.402
H -1.367107 4.218278 -4.341324 0.0 0.2 0.3 0.404
H -1.505093 4.904778 -5.965280 -0.1 0.5 0.1 0.351
H -3.233070 2.612933 -5.021845 0.0 -0.4 0.0 0.374
H -3.368019 3.530821 -6.521310 -0.1 -0.3 -0.3 0.296
H -4.194281 5.465584 -5.323028 0.2 0.3 -0.1 0.312
H -3.720749 4.737300 -3.785105 0.0 0.3 0.2 0.365
H -5.518461 3.202066 -3.844186 -0.1 -0.3 0.2 0.307
H -5.580031 3.255505 -5.583951 -0.2 -0.3 -0.2 0.460
H -6.705716 5.250548 -3.644406 -0.1 0.4 0.2 0.317
H -6.491081 5.659189 -5.365080 0.0 0.3 -0.2 0.477
H -12.116461 3.181226 -4.573743 -0.1 0.1 -0.1 0.276
H -10.792042 2.763496 -5.440978 0.1 0.1 0.0 0.295
C 0.279516 -1.312994 0.773329 0.0 0.0 0.0 -0.613
C 1.175853 -1.633494 1.787996 -0.1 0.0 0.0 -0.330
C 2.535162 -1.638618 1.532396 -0.1 0.0 0.2 -0.805
C 3.007164 -1.336571 0.263569 0.0 0.0 -0.1 0.077
C 2.105679 -1.033415 -0.759094 0.1 0.0 0.0 0.468
C 0.742212 -1.013914 -0.496547 -0.1 0.0 0.1 -0.639
C 2.584499 -0.743926 -2.139137 -0.1 0.0 -0.1 0.585
O 1.805899 -0.474697 -3.027137 0.0 0.0 0.0 -0.661
C 4.052230 -0.801751 -2.398749 0.0 0.0 0.1 0.188
C 4.518880 -0.584018 -3.687850 0.1 0.0 -0.1 -0.538
C 5.877443 -0.622135 -3.945383 0.1 0.0 0.0 -0.506
C 6.777784 -0.871038 -2.914758 0.0 0.0 0.0 -0.492
C 6.318345 -1.092932 -1.629067 0.1 0.0 -0.1 -0.511
C 4.954927 -1.066522 -1.366619 -0.1 0.0 0.0 0.185
C 4.475524 -1.336219 0.018544 0.1 0.0 0.1 0.424
O 5.261309 -1.554809 0.919038 0.0 0.0 0.0 -0.689
H -0.783105 -1.300537 0.974373 0.0 0.0 0.0 0.412
H 0.814157 -1.877755 2.778434 0.0 0.0 0.0 0.524
H 3.236831 -1.879100 2.317358 0.1 0.0 0.0 0.628
H 0.050351 -0.768037 -1.289711 0.1 0.0 -0.1 0.520
H 3.813847 -0.387289 -4.483133 -0.1 0.0 0.1 0.504
H 6.238715 -0.456053 -4.951399 0.0 0.0 0.0 0.403
H 7.840123 -0.894209 -3.117893 0.0 0.0 0.0 0.395
H 7.011909 -1.290139 -0.824112 -0.1 0.0 0.1 0.468
C 0.045261 -3.942114 9.402958 0.0 0.0 0.1 -0.506
C 0.936621 -4.247611 10.425940 0.0 0.0 0.0 -0.458
C 2.298341 -4.257686 10.182000 -0.1 0.0 0.1 -0.561
C 2.776348 -3.971383 8.910342 0.0 0.0 -0.1 0.169
C 1.879788 -3.683106 7.878647 0.1 0.0 0.0 0.163
C 0.514929 -3.661056 8.132584 -0.1 0.0 0.0 -0.483
C 2.365516 -3.412075 6.496370 -0.1 0.0 -0.1 0.471
O 1.588583 -3.153264 5.600865 0.0 0.0 0.0 -0.657
C 3.832200 -3.472983 6.245456 0.0 0.0 0.1 0.000
C 4.302702 -3.274473 4.956126 0.1 0.0 -0.2 -0.614
C 5.660933 -3.309713 4.698697 0.1 0.0 0.0 -0.392
C 6.558169 -3.540199 5.736600 0.0 0.0 0.0 -0.495
C 6.095824 -3.745627 7.025107 0.1 0.0 -0.1 -0.661
C 4.731791 -3.719968 7.284346 -0.1 0.0 0.0 0.436
C 4.248118 -3.969909 8.670801 0.1 0.0 0.1 0.578
O 5.027092 -4.169821 9.578930 0.0 0.0 0.0 -0.667
H -1.018532 -3.927376 9.598319 0.0 0.0 0.0 0.398
H 0.566008 -4.476586 11.416070 0.0 0.0 0.0 0.399
H 2.996704 -4.488761 10.973689 0.1 0.0 0.0 0.469
H -0.172183 -3.427014 7.331976 0.1 0.0 -0.1 0.477
H 3.600929 -3.094907 4.155106 -0.1 0.0 0.1 0.581
H 6.021074 -3.154594 3.690045 0.0 0.0 0.0 0.482
H 7.621078 -3.561771 5.537100 0.0 0.0 0.0 0.398
H 6.788032 -3.928622 7.834593 -0.1 0.0 0.1 0.475

76
Properties=species:S:1:pos:R:3:forces:R:3:mulliken_charge:R:1 method="wB97M-V/def2-TZVPD" relative_energy_ev=0.0000 e_homo_ev=-0.123 total_charge=-2 gap_ev=4.70
Pd 0.290245 -1.307767 -0.448783 0.2 0.0 -0.5 0.292
O -0.414962 -0.840336 1.763542 0.2 -0.2 -0.2 -0.967
C 0.608283 -0.923474 2.639711 -0.1 0.0 0.0 1.688
C 1.701185 0.159058 2.351659 0.1 0.2 0.0 -0.868
C 2.520331 -0.035607 1.106932 0.0 -0.1 0.0 0.284
C 3.806521 -0.572972 1.203456 -0.1 0.0 0.0 -0.697
C 4.568411 -0.676846 0.058075 0.1 0.0 0.0 -0.827
C 4.028081 -0.268987 -1.149640 -0.1 0.0 0.0 -0.682
C 2.716259 0.203662 -1.194075 0.1 -0.1 0.0 0.970
C 2.115061 0.563365 -2.530634 0.2 0.2 0.0 -1.538
C 0.759096 -0.127855 -2.979441 -0.1 0.0 0.1 2.799
O -0.310015 0.529976 -2.507286 0.0 0.0 0.0 -1.070
C 0.775059 -0.084355 -4.542888 0.1 -0.1 -0.1 -0.496
C 1.719996 -0.722308 -5.348307 0.0 0.0 0.1 0.030
C 1.671980 -0.629661 -6.731982 0.0 0.0 0.0 -1.029
C 0.668881 0.111580 -7.347398 0.1 0.0 0.0 -0.382
C -0.278231 0.746884 -6.556941 -0.1 0.1 0.0 -0.701
C -0.225181 0.647111 -5.172164 0.0 0.0 0.0 -0.469
C 0.775050 -1.624711 -2.528968 0.0 0.1 0.1 -0.842
C 1.928122 -2.462546 -2.627519 0.0 0.1 0.1 -0.209
C 1.850623 -3.831657 -2.545628 0.0 -0.1 0.0 -1.139
C 0.610630 -4.466975 -2.342899 0.1 0.0 0.0 -0.534
C -0.520704 -3.693906 -2.215243 -0.1 0.0 0.1 -0.629
C -0.463218 -2.288471 -2.312660 -0.1 0.2 0.2 0.429
N 1.999727 0.340634 -0.066542 -0.3 0.1 0.0 -0.664
C 1.298419 -2.314181 2.621050 0.0 0.0 0.0 0.258
C 2.261616 -2.694013 3.552052 0.0 0.1 0.0 -0.305
C 2.903486 -3.921234 3.452730 0.0 0.0 0.0 -0.884
C 2.588425 -4.788136 2.411775 0.0 0.0 -0.1 -0.444
C 1.615270 -4.426244 1.489429 0.1 0.1 0.1 -0.818
C 0.967932 -3.201288 1.605906 0.0 -0.1 0.1 0.426
C 0.036475 -0.729440 4.064347 -0.1 -0.1 0.0 -0.720
C -1.024112 -1.575139 4.411004 0.0 0.0 0.0 -0.434
C -1.647636 -1.477807 5.638548 0.0 0.0 0.0 -0.698
C -1.239253 -0.513845 6.561276 0.0 0.0 0.0 -0.327
C -0.205059 0.339524 6.227135 0.0 0.0 0.0 -0.907
C 0.428717 0.228493 4.988158 0.0 0.0 0.0 0.042
H 2.409815 0.232959 3.184065 -0.1 0.0 0.0 0.572
H 1.157032 1.103086 2.267425 0.0 0.0 0.0 0.594
H 4.179124 -0.903966 2.164605 0.0 0.0 0.0 0.362
H 5.573612 -1.083373 0.100454 0.0 0.0 0.0 0.372
H 4.593255 -0.352606 -2.070121 0.0 0.0 0.0 0.364
H 2.908329 0.401521 -3.268827 -0.1 0.0 0.0 0.280
H 1.864995 1.627884 -2.544738 0.0 0.0 0.0 0.452
H 2.496846 -1.318138 -4.885145 0.0 0.0 0.0 0.291
H 2.415774 -1.144374 -7.331826 0.0 0.0 0.0 0.373
H 0.625345 0.184525 -8.429101 0.0 0.0 0.0 0.350
H -1.070783 1.324318 -7.023733 0.0 0.0 0.0 0.357
H -0.945207 1.113306 -4.508936 0.0 0.0 0.0 0.367
H 2.899407 -2.004863 -2.773019 0.0 0.0 0.0 0.468
H 2.757790 -4.424809 -2.612791 0.0 0.0 0.0 0.301
H 0.556434 -5.547432 -2.258709 0.0 0.0 0.0 0.378
H -1.486026 -4.156879 -2.037844 0.0 0.0 0.0 0.355
H -1.371248 -1.701113 -2.382437 0.0 -0.1 0.0 0.245
H 2.510768 -2.023059 4.369777 0.0 0.0 0.0 0.420
H 3.654199 -4.199914 4.185439 0.0 0.0 0.0 0.361
H 3.100028 -5.740724 2.320390 0.0 0.0 0.0 0.365
H 1.363200 -5.076278 0.659692 0.0 0.0 0.0 0.397
H 0.197058 -2.898678 0.893825 0.0 -0.2 0.1 0.076
H -1.353046 -2.292889 3.669345 0.0 0.0 0.0 0.414
H -2.464725 -2.148807 5.880575 0.0 0.0 0.0 0.360
H -1.732293 -0.430174 7.523590 0.0 0.0 0.0 0.356
H 0.117110 1.103778 6.926728 0.0 0.0 0.0 0.378
H 1.230658 0.915542 4.750835 0.0 0.0 0.0 0.294
C -5.914758 -0.005748 0.324226 0.0 0.0 0.0 -0.854
O -5.026984 -1.100640 0.292984 0.0 0.0 0.0 -0.389
C -3.672502 -0.897263 0.047902 0.3 0.1 0.1 0.623
O -2.977709 -1.857990 -0.127513 -0.2 0.0 -0.1 -0.471
N -3.291667 0.412304 0.020566 0.0 -0.2 -0.1 -0.008
N -1.946121 0.835526 -0.009503 -0.1 0.1 0.0 -0.902
H -6.919626 -0.425326 0.363912 0.0 0.0 0.0 0.233
H -5.820619 0.618723 -0.567955 0.0 0.0 0.0 0.363
H -5.769607 0.615612 1.215835 0.0 0.0 0.0 0.304
H -3.900535 1.082646 0.451192 0.0 0.0 0.0 0.286
H -1.410815 0.314026 0.693505 0.0 0.0 0.0 0.573
H -1.516716 0.687462 -0.932557 -0.1 -0.1 0.0 0.402

76
Properties=species:S:1:pos:R:3:forces:R:3:mulliken_spin:R:1 method="wB97M-V/def2-TZVPD" relative_energy_ev=0.0000 e_homo_ev="-7.120 / -8.506" total_charge=0 gap_ev="7.43 / 8.01" multiplicity=4
V 1.235768 0.174568 0.840864 2.4 -1.8 -0.8 1.827
O -0.269556 0.782052 0.778931 -5.8 3.3 -0.5 0.033
C -1.544089 0.832511 1.235121 -1.6 -0.2 1.0 0.018
C -2.029814 -0.649325 1.446418 0.3 0.4 -0.1 0.000
C -1.695025 -1.386228 0.194615 -0.5 -0.2 -0.2 -0.015
C -2.655714 -1.685174 -0.764178 0.1 -0.1 0.2 0.002
C -2.252749 -2.253475 -1.959830 0.3 0.0 0.1 0.003
C -0.900799 -2.444731 -2.182515 -0.2 -0.1 0.1 -0.002
C 0.003983 -2.107795 -1.178021 -0.2 -0.4 -0.1 -0.010
C 1.479297 -2.178827 -1.361567 0.2 0.5 -0.1 0.064
C 2.024865 -0.767626 -1.837219 0.2 -1.0 -0.7 -0.028
O 1.907286 0.166659 -0.850604 0.2 0.7 -0.6 0.073
C 3.515447 -0.960777 -2.173500 -0.1 0.2 -0.1 -0.015
C 4.383104 -1.329317 -1.150737 -0.1 -0.1 0.1 0.015
C 5.726521 -1.537211 -1.404187 0.0 -0.1 0.1 0.004
C 6.229741 -1.376016 -2.683472 0.1 0.0 -0.1 0.000
C 5.384547 -0.967255 -3.698782 0.1 0.0 0.0 -0.001
C 4.040455 -0.751882 -3.442759 0.0 0.0 0.0 0.001
C 1.248201 -0.376795 -3.094282 0.1 0.2 0.1 -0.015
C 1.146102 -1.254465 -4.169485 -0.1 0.1 -0.1 0.002
C 0.451074 -0.894457 -5.308052 0.0 -0.2 0.0 0.000
C -0.153786 0.347777 -5.393830 0.0 0.1 -0.1 0.000
C -0.032483 1.236694 -4.341498 -0.1 0.1 -0.1 0.000
C 0.664098 0.875579 -3.199333 0.1 0.0 0.2 0.003
N -0.402069 -1.640398 -0.001054 0.3 0.1 0.0 0.027
C -1.563250 1.605469 2.556405 0.1 0.1 0.0 0.000
C -2.584179 1.496256 3.489561 0.0 0.0 0.0 -0.001
C -2.551759 2.241803 4.657735 0.0 0.0 0.1 0.000
C -1.494908 3.098944 4.912868 0.0 0.0 0.1 0.000
C -0.475710 3.213546 3.982500 0.1 0.1 0.0 0.012
C -0.512298 2.478976 2.811639 0.0 0.0 0.0 0.025
C -2.465939 1.569948 0.264184 0.4 0.0 -0.2 0.014
C -1.892826 2.316933 -0.755062 0.1 -0.1 0.1 -0.004
C -2.685089 3.020145 -1.643372 0.0 0.1 -0.1 0.001
C -4.062325 2.992630 -1.522962 0.0 0.1 -0.1 0.000
C -4.640435 2.258294 -0.502706 -0.1 0.0 0.0 0.000
C -3.849217 1.554623 0.387845 0.0 0.0 0.0 0.000
H -3.094078 -0.693287 1.671212 0.0 0.0 0.0 0.000
H -1.443649 -1.039255 2.277835 -0.1 0.0 0.0 0.009
H -3.697694 -1.489896 -0.568321 -0.1 0.1 0.1 -0.001
H -2.979690 -2.529250 -2.708150 -0.1 0.0 -0.1 0.000
H -0.560902 -2.857996 -3.117231 0.1 0.0 0.0 -0.001
H 1.758801 -2.931739 -2.095834 0.0 -0.1 0.1 -0.001
H 1.953792 -2.382484 -0.399728 0.0 -0.2 -0.2 0.009
H 4.001932 -1.443056 -0.144677 0.1 0.0 -0.1 -0.013
H 6.387511 -1.826590 -0.599638 0.0 0.0 0.1 0.000
H 7.274901 -1.562032 -2.887607 0.1 0.0 0.0 0.000
H 5.770799 -0.812876 -4.697164 0.0 0.0 0.0 0.000
H 3.406216 -0.420178 -4.250241 0.0 0.0 0.0 0.000
H 1.630055 -2.219899 -4.135463 0.0 -0.1 0.0 0.000
H 0.388882 -1.586259 -6.134576 0.0 -0.1 -0.1 0.000
H -0.696342 0.626871 -6.286004 0.0 0.0 0.0 0.000
H -0.474182 2.220229 -4.416285 -0.1 0.1 0.0 0.000
H 0.779494 1.567120 -2.375455 0.0 0.0 0.0 -0.002
H -3.413060 0.824992 3.324422 -0.1 -0.1 -0.1 0.000
H -3.352808 2.145389 5.376671 -0.1 0.0 0.1 0.000
H -1.465544 3.669373 5.830708 0.0 0.0 0.0 0.000
H 0.354912 3.878088 4.167222 0.1 0.1 0.0 0.000
H 0.290701 2.569566 2.085611 -0.1 0.1 0.2 -0.022
H -0.814635 2.333223 -0.840272 0.0 0.0 -0.1 0.016
H -2.224305 3.596244 -2.430147 0.1 0.1 -0.1 0.000
H -4.682219 3.541311 -2.216612 0.0 0.0 -0.1 0.000
H -5.715211 2.234173 -0.402265 -0.1 0.0 0.0 0.000
H -4.330614 0.999076 1.177966 0.0 -0.1 0.1 0.000
C -0.010656 -2.679191 4.381546 0.7 0.6 0.0 0.001
S 0.985223 -1.115333 4.352169 -1.0 -0.9 1.6 0.004
C 0.049675 -0.273758 5.706352 0.6 -0.3 -0.5 0.000
O 0.567434 -0.413408 3.127900 -0.2 0.7 -1.2 0.001
H 0.145309 -3.161618 5.338722 0.0 -0.1 0.2 0.000
H 0.365811 -3.313992 3.584682 0.1 0.0 -0.1 0.000
H -1.063192 -2.475487 4.221222 -0.1 0.2 0.0 0.000
H 0.088635 -0.883815 6.600064 0.1 -0.2 0.2 0.000
H -0.974614 -0.097860 5.395489 -0.1 -0.1 -0.2 0.000
H 0.539265 0.677019 5.888428 0.1 0.1 0.0 0.000
O 2.643092 -0.798587 1.468938 2.5 -2.7 1.4 0.439
O 2.884485 0.423517 1.788827 1.4 1.1 0.8 0.530

Calculated values (eV) of energy for the records, taken in order: -77863.649, -52969.803, -85078.772.